Record 1
Molecular formula: C5H14NO
Method: DFT, ωB97M-V with the def2-TZVPD basis set

* LUMO level (spin up / spin down): -7.6 / -15.0 eV
* gap between HOMO and LUMO (spin up / spin down): 9.510 / 2.149 eV
* multiplicity: 2
* net charge: +2
* E: -328.0984 hartree
* ⟨S²⟩: 0.753

Each line ends with the natural charge from an NBO analysis.
Geometry (Å):
C (-0.8724, -0.9966, -0.7768)  -0.633
C (-1.2393, 0.3871, -0.2938)  -0.402
C (-0.1945, 1.4741, -0.6096)  -0.421
C (1.1853, 1.1973, 0.0028)  -0.233
C (2.5140, 3.2343, 0.3984)  0.137
N (1.6450, 2.3800, 0.7817)  -0.374
H (-0.2216, -1.5703, -0.1237)  0.199
H (-1.6980, -1.6243, -1.0245)  0.227
H (-0.4438, -0.9727, -1.7923)  0.220
H (-2.1712, 0.6504, -0.8131)  0.236
H (-1.4393, 0.4096, 0.7681)  0.204
H (-0.1419, 1.6331, -1.6923)  0.237
H (-0.5364, 2.4466, -0.2594)  0.227
H (1.1209, 0.3822, 0.7235)  0.233
H (1.9795, 1.0145, -0.7168)  0.234
H (2.7979, 4.0348, 1.0697)  0.244
H (2.8982, 3.1404, -0.6018)  0.227
H (1.3930, 2.4594, 1.7644)  0.440
H (-2.8540, -6.3533, 0.6158)  0.543
H (-1.6377, -7.1065, 1.3507)  0.547
O (-2.0836, -6.2201, 1.2290)  -0.091


Record 2
Molecular formula: C5H14NO
Method: DFT, ωB97M-V with the def2-TZVPD basis set

* LUMO level (spin up / spin down): -8.6 / -13.0 eV
* gap between HOMO and LUMO (spin up / spin down): 11.076 / 6.651 eV
* multiplicity: 2
* net charge: +2
* E: -328.0929 hartree
* ⟨S²⟩: 0.753

Each line ends with the natural charge from an NBO analysis.
Geometry (Å):
C (-0.9604, -1.0461, 0.9610)  -0.194
C (0.1590, -1.1724, -0.0146)  -0.528
C (1.1254, -0.0233, -0.1392)  0.291
C (1.0548, 0.9125, -1.0926)  -0.016
C (2.1869, 0.1391, 0.9414)  -0.751
N (-1.5626, 0.3609, 0.9884)  -0.706
H (-1.8201, -1.6420, 0.7494)  0.271
H (-0.6677, -1.2131, 2.0128)  0.257
H (-0.0648, -1.3463, -0.9741)  0.245
H (0.6756, -2.1431, 0.2072)  0.315
H (0.3684, 0.8935, -1.9079)  0.235
H (1.5396, 1.7502, -1.0822)  0.213
H (2.8532, 0.9368, 1.0280)  0.288
H (1.8200, 0.4559, 1.9893)  0.327
H (2.7990, -0.9172, 1.0418)  0.327
H (-0.8351, 0.9929, 1.4570)  0.435
H (-1.7364, 0.9354, 0.0964)  0.483
H (-2.3990, 0.4000, 1.5615)  0.470
H (-1.5954, 1.2913, -3.0317)  0.528
H (-1.2846, -0.1975, -2.5667)  0.485
O (-1.6560, 0.6325, -2.2254)  -0.975


Record 3
Molecular formula: C5H14NO2
Method: DFT, ωB97M-V with the def2-TZVPD basis set

* LUMO level: 1.9 eV
* gap between HOMO and LUMO: 5.803 eV
* net charge: -1
* E: -403.8944 hartree

Each line ends with the natural charge from an NBO analysis.
Geometry (Å):
C (2.5222, -0.5248, -0.5323)  -0.645
C (1.0360, -0.8136, -0.9990)  -0.029
C (0.2188, 0.4192, -0.4042)  -0.620
C (-1.3053, 0.1974, -0.3310)  -0.485
C (-2.1031, 1.1213, 0.5793)  -0.035
O (-1.7064, 0.9608, 1.9479)  -0.847
N (0.6509, -1.0351, -2.3316)  -0.770
H (2.6483, -0.4676, 0.5890)  0.220
H (3.3133, -1.2003, -0.9924)  0.209
H (2.6066, 0.5206, -0.8643)  0.192
H (0.6369, -1.5790, -0.3752)  0.246
H (0.5902, 0.3786, 0.6593)  0.368
H (0.5754, 1.0957, -1.2876)  0.348
H (-1.3846, -0.7645, 0.1869)  0.267
H (-1.7791, 0.0814, -1.2925)  0.207
H (-1.9231, 2.1787, 0.2006)  0.140
H (-3.2235, 0.8428, 0.5449)  0.145
H (1.4073, -0.7732, -3.0163)  0.293
H (0.1377, 2.1447, 0.0325)  0.104
H (-0.9002, -1.5693, 3.1757)  0.424
H (-1.3283, -0.0109, 2.2150)  0.499
O (-0.6900, -1.2030, 2.2951)  -1.233


Record 4
Molecular formula: C5H14NO2
Method: DFT, ωB97M-V with the def2-TZVPD basis set

* LUMO level: 3.8 eV
* gap between HOMO and LUMO: 6.961 eV
* net charge: -1
* E: -404.1059 hartree

Each line ends with the natural charge from an NBO analysis.
Geometry (Å):
C (1.1037, -1.2925, -2.0257)  -0.409
N (1.6317, -0.2095, -1.1849)  -0.674
C (0.8653, 0.0313, 0.0803)  -0.039
C (-0.3256, 0.9791, -0.2822)  -0.472
C (-0.4715, 1.9703, 0.9659)  0.005
O (-1.0168, 1.4632, 2.0945)  -0.921
C (0.4454, -1.2757, 0.7504)  -0.665
H (0.0378, -1.1037, -2.1778)  0.165
H (1.2998, -2.2620, -1.5702)  0.180
H (1.6346, -1.2992, -2.9361)  0.177
H (2.0273, 0.5197, -1.7352)  0.356
H (1.5611, 0.4727, 0.8059)  0.197
H (-0.3186, 1.6082, -1.1743)  0.183
H (-1.2439, 0.4214, -0.3540)  0.184
H (0.5545, 2.3572, 1.1238)  0.089
H (-1.0540, 2.8405, 0.5711)  0.073
H (0.0307, -2.1077, 0.1593)  0.191
H (-0.4872, -1.0101, 1.2495)  0.293
H (1.1794, -1.7067, 1.4199)  0.193
H (-2.0385, 0.3893, 1.8184)  0.501
H (-2.8757, -0.2547, 0.7683)  0.430
O (-2.5396, -0.5309, 1.6331)  -1.039